#i
4 unconnected molecules or ions with the total composition C4H15NO2. Source: the OMol25 dataset; level of theory: wB97M-V/def2-TZVPD.

Computed properties:
- charge = 0
- E_HOMO (eV) = -9.67
- E_LUMO (hartree) = -0.075

Last column: Löwdin charge in e.
CARTESIAN COORDINATES (ANGSTROEM)
C  -0.463  1.938  0.981  -0.101
C  0.674  1.601  0.038  -0.248
C  0.172  0.706  -1.091  -0.254
N  -0.331  -0.609  -0.606  -0.080
C  -0.854  -1.391  -1.746  -0.132
H  -0.918  1.062  1.442  0.051
H  -1.255  2.433  0.424  0.072
H  -0.143  2.585  1.796  0.076
H  1.528  1.099  0.486  0.087
H  1.001  2.516  -0.465  0.108
H  0.924  0.497  -1.861  0.106
H  -0.619  1.204  -1.660  0.120
H  0.461  -1.281  -0.172  0.018
H  -1.261  -2.367  -1.478  0.083
H  -0.133  -1.533  -2.550  0.075
H  -1.768  -0.910  -2.110  0.085
H  2.366  -1.281  0.966  -0.028
H  1.337  -1.308  -0.719  0.351
O  1.428  -1.232  1.190  -0.292
H  -1.410  -1.292  2.023  0.013
H  0.069  -1.314  2.360  -0.021
O  -0.806  -1.124  2.751  -0.089

---

#ii
3 unconnected molecules or ions with the total composition C4H15NO2. Source: the OMol25 dataset; level of theory: wB97M-V/def2-TZVPD.

Computed properties:
- charge = 0
- E_HOMO (eV) = -9.82
- E_LUMO (hartree) = 0.025

Last column: Löwdin charge in e.
CARTESIAN COORDINATES (ANGSTROEM)
C  -1.306  2.895  0.304  -0.129
C  0.031  2.276  -0.070  -0.252
C  -0.196  0.737  -0.270  -0.213
C  1.082  -0.113  -0.546  -0.300
N  0.785  -1.180  -1.515  -0.004
H  -1.947  2.229  0.882  0.066
H  -1.845  3.309  -0.546  0.069
H  -1.239  3.739  1.003  0.066
H  0.310  2.490  -1.106  0.100
H  0.824  2.602  0.591  0.098
H  -0.808  0.264  0.497  0.102
H  -0.774  0.709  -1.201  0.101
H  1.285  -0.534  0.439  0.066
H  1.863  0.642  -0.710  0.106
H  0.693  -0.629  -2.363  0.062
H  1.616  -1.744  -1.678  0.062
H  -2.375  -3.455  -0.113  0.048
H  -0.891  -3.475  0.161  0.012
O  -1.735  -3.575  0.618  -0.076
H  1.562  -2.516  2.694  0.045
H  1.415  -2.596  1.080  0.024
O  1.650  -2.075  1.848  -0.053

---

#iii
3 unconnected molecules or ions with the total composition C4H15NO2. Source: the OMol25 dataset; level of theory: wB97M-V/def2-TZVPD.

Computed properties:
- charge = 0
- E_HOMO (eV) = -8.41
- E_LUMO (hartree) = 0.025

Last column: Löwdin charge in e.
CARTESIAN COORDINATES (ANGSTROEM)
C  1.329  -1.058  -1.575  -0.085
C  1.255  -0.710  -0.083  -0.284
N  0.082  -1.199  0.667  -0.113
C  -0.733  -0.165  1.358  -0.291
C  -1.920  -0.856  1.989  -0.094
H  0.321  -1.091  -1.903  0.050
H  1.909  -1.968  -1.771  0.070
H  1.923  -0.322  -2.132  0.067
H  2.138  -0.992  0.470  0.096
H  1.080  0.393  0.035  0.098
H  0.051  -2.201  0.649  0.109
H  -0.077  0.376  2.070  0.119
H  -1.032  0.488  0.548  0.062
H  -1.464  -1.589  2.627  0.067
H  -2.561  -0.284  2.654  0.063
H  -2.644  -1.043  1.130  0.106
H  -1.295  0.480  -1.000  -0.021
H  -2.247  1.601  -1.590  0.040
O  -1.937  0.699  -1.682  -0.051
H  1.679  2.717  -1.423  0.021
H  2.292  3.207  -0.119  0.031
O  1.854  3.518  -0.917  -0.058

---

If we sort the structures by their calculated energies, the order from most to least stable is #ii, #iii, #i.

---

#i
3 unconnected molecules or ions with the total composition C4H15NO2. Source: the OMol25 dataset; level of theory: wB97M-V/def2-TZVPD.

Computed properties:
- charge = 0
- E_HOMO (eV) = -8.58
- E_LUMO (hartree) = 0.028

Last column: Löwdin charge in e.
CARTESIAN COORDINATES (ANGSTROEM)
C  1.282  0.703  -0.067  -0.051
C  -0.334  0.187  0.041  -0.207
N  -0.349  -1.236  0.423  -0.353
C  -1.671  -1.803  0.818  -0.081
C  0.299  -2.179  -0.472  -0.122
H  1.395  1.536  -0.795  0.064
H  1.756  0.656  0.950  0.063
H  1.721  -0.128  -0.635  0.016
H  -0.925  0.336  -0.988  0.132
H  -0.860  0.719  0.855  0.095
H  -1.736  -2.814  0.306  0.094
H  -2.476  -1.128  0.722  0.057
H  -1.661  -1.996  1.896  0.071
H  0.711  -3.076  0.102  0.114
H  -0.388  -2.482  -1.298  0.084
H  1.080  -1.568  -0.998  0.064
H  0.032  6.040  -3.592  0.060
H  -0.321  4.542  -2.951  -0.007
O  0.280  5.227  -3.098  -0.053
H  0.602  -0.139  3.547  -0.037
H  0.442  -0.894  2.312  0.028
O  1.120  -0.503  2.924  -0.030

---

#ii
3 unconnected molecules or ions with the total composition C4H15NO2. Source: the OMol25 dataset; level of theory: wB97M-V/def2-TZVPD.

Computed properties:
- charge = 0
- E_HOMO (eV) = -8.49
- E_LUMO (hartree) = 0.026

Last column: Löwdin charge in e.
CARTESIAN COORDINATES (ANGSTROEM)
C  0.008  0.329  -1.759  -0.068
C  0.897  -0.036  -0.533  -0.233
N  0.130  -0.753  0.483  -0.295
C  0.710  -1.934  1.105  -0.095
C  -0.651  0.138  1.335  -0.101
H  0.212  -0.399  -2.543  0.068
H  -1.061  0.431  -1.661  0.045
H  0.431  1.268  -2.155  0.068
H  1.403  0.845  -0.150  0.072
H  1.735  -0.703  -0.826  0.123
H  1.781  -1.923  1.386  0.083
H  0.577  -2.673  0.275  0.092
H  0.124  -2.299  1.927  0.067
H  -0.104  1.050  1.673  0.085
H  -1.518  0.543  0.763  0.077
H  -0.911  -0.365  2.265  0.085
H  1.028  3.481  -0.680  0.037
H  1.039  2.348  0.281  -0.024
O  1.378  3.250  0.188  -0.060
H  -2.549  -0.659  0.303  0.014
H  -2.021  -1.294  -1.021  0.043
O  -2.638  -0.645  -0.657  -0.083

---

#iii
3 unconnected molecules or ions with the total composition C4H15NO2. Source: the OMol25 dataset; level of theory: wB97M-V/def2-TZVPD.

Computed properties:
- charge = 0
- E_HOMO (eV) = -8.77
- E_LUMO (hartree) = 0.027

Last column: Löwdin charge in e.
CARTESIAN COORDINATES (ANGSTROEM)
C  -1.884  -1.689  -0.294  -0.095
C  -2.027  -0.339  -1.211  -0.273
C  -0.844  0.125  -1.863  -0.252
C  0.255  0.231  -0.695  -0.289
N  1.469  0.804  -1.164  -0.045
H  -2.869  -1.892  0.216  0.072
H  -1.129  -1.793  0.574  0.086
H  -1.768  -2.510  -0.922  0.026
H  -2.913  -0.484  -1.854  0.111
H  -2.182  0.473  -0.491  0.099
H  -0.618  -0.497  -2.721  0.111
H  -0.899  1.125  -2.200  0.088
H  0.264  -0.849  -0.324  0.104
H  -0.034  0.913  0.132  0.113
H  1.294  1.657  -1.680  0.055
H  2.050  0.295  -1.889  0.095
H  0.920  1.570  3.413  0.055
H  0.927  2.665  2.212  0.063
O  1.387  1.884  2.612  -0.090
H  2.993  -1.319  2.394  0.017
H  2.911  0.285  2.744  0.044
O  2.695  -0.656  3.010  -0.093

---

If we sort the structures by their calculated energies, the order from most to least stable is #ii, #iii, #i.

---

#i
3 unconnected molecules or ions with the total composition C4H15NO2. Source: the OMol25 dataset; level of theory: wB97M-V/def2-TZVPD.

Computed properties:
- charge = 0
- E_HOMO (eV) = -8.61
- E_LUMO (hartree) = 0.021

Last column: Löwdin charge in e.
CARTESIAN COORDINATES (ANGSTROEM)
C  -0.827  -0.198  0.615  -0.295
N  -1.563  0.693  -0.309  -0.099
C  -0.755  1.431  -1.252  -0.292
C  -0.263  0.527  -2.435  -0.084
C  0.329  0.429  1.376  -0.099
H  -1.587  -0.318  1.416  0.102
H  -0.548  -1.130  0.118  0.103
H  -2.228  0.104  -0.792  0.097
H  -1.381  2.289  -1.565  0.104
H  0.138  1.960  -0.901  0.100
H  -1.003  -0.258  -2.591  0.057
H  -0.112  1.079  -3.349  0.060
H  0.554  -0.095  -2.037  0.054
H  0.294  0.276  2.459  0.071
H  0.424  1.527  1.481  0.082
H  1.288  0.170  0.942  0.045
H  -1.419  -2.102  1.972  -0.002
H  -0.494  -3.119  2.097  0.042
O  -0.853  -2.433  2.677  -0.060
H  3.544  0.638  -1.463  0.023
H  3.076  -0.752  -0.946  0.050
O  3.272  0.169  -0.684  -0.059

---

#ii
3 unconnected molecules or ions with the total composition C4H15NO2. Source: the OMol25 dataset; level of theory: wB97M-V/def2-TZVPD.

Computed properties:
- charge = 0
- E_HOMO (eV) = -9.58
- E_LUMO (hartree) = 0.029

Last column: Löwdin charge in e.
CARTESIAN COORDINATES (ANGSTROEM)
C  -0.557  -2.473  0.181  -0.095
C  -1.280  -1.127  0.256  -0.281
N  -0.361  -0.060  0.707  -0.120
C  -1.023  1.223  0.892  -0.309
C  -0.376  2.004  2.024  -0.095
H  0.477  -2.355  -0.133  0.069
H  -0.572  -2.982  1.152  0.071
H  -1.055  -3.121  -0.538  0.068
H  -2.155  -1.202  0.927  0.112
H  -1.605  -0.845  -0.744  0.109
H  0.046  -0.344  1.594  0.112
H  -2.103  1.179  1.112  0.111
H  -0.930  1.778  -0.052  0.102
H  0.694  2.134  1.865  0.078
H  -0.514  1.453  2.952  0.070
H  -0.882  2.945  2.211  0.071
H  3.377  0.101  -3.003  0.020
H  2.236  -0.570  -3.765  0.022
O  3.191  -0.435  -3.789  -0.078
H  1.006  0.271  -0.821  0.002
H  0.863  1.515  -1.693  0.030
O  1.524  0.914  -1.336  -0.070

---

If we sort the structures by their calculated energies, the order from most to least stable is #ii, #i.

---

#i
A gas-phase ion, C2H6N3S (charge +1). Source: the OMol25 dataset; level of theory: wB97M-V/def2-TZVPD.

Computed properties:
- charge = +1
- E_HOMO (spin up / spin down) (eV) = -12.30 / -13.98
- E_LUMO (spin up / spin down) (hartree) = -0.233 / -0.170

Last column: Löwdin charge in e.
CARTESIAN COORDINATES (ANGSTROEM)
C  -0.448  -0.375  -0.834  -0.135
C  -0.024  1.232  0.998  -0.273
N  -0.158  0.796  -0.427  0.002
N  0.406  -1.329  1.734  -0.382
N  -0.469  -0.919  -1.970  0.150
S  1.189  -0.006  1.936  0.899
H  0.421  2.171  0.852  0.066
H  -0.947  1.382  1.520  0.090
H  0.135  1.637  -0.917  0.168
H  0.997  -2.137  2.021  0.025
H  -0.465  -0.485  -3.006  0.223
H  -0.636  -1.966  -1.907  0.168

---

#ii
A gas-phase ion, C2H6N3S (charge +1). Source: the OMol25 dataset; level of theory: wB97M-V/def2-TZVPD.

Computed properties:
- charge = +1
- E_HOMO (eV) = -13.77
- E_LUMO (hartree) = -0.160

Last column: Löwdin charge in e.
CARTESIAN COORDINATES (ANGSTROEM)
C  -0.786  -1.533  -0.650  -0.308
C  0.327  1.083  0.307  -0.439
N  -0.252  -0.626  -1.500  -0.307
N  -0.931  -1.090  0.527  0.106
N  1.182  1.537  1.167  0.103
S  1.045  0.329  -0.993  1.105
H  -1.205  -2.416  -1.171  0.155
H  -0.631  1.439  0.461  0.101
H  -0.283  -0.799  -2.488  0.103
H  -1.523  -1.437  1.238  0.072
H  0.909  2.254  1.907  0.188
H  2.148  1.258  1.195  0.122

---

#iii
2 unconnected molecules or ions with the total composition C2H6N3S. Source: the OMol25 dataset; level of theory: wB97M-V/def2-TZVPD.

Computed properties:
- charge = +1
- E_HOMO (eV) = -14.11
- E_LUMO (hartree) = -0.156

Last column: Löwdin charge in e.
CARTESIAN COORDINATES (ANGSTROEM)
C  2.362  0.127  0.406  -0.383
C  1.277  -1.648  -0.208  -0.301
N  2.428  -1.128  0.259  0.025
N  0.358  -0.782  -0.524  -0.329
N  -2.335  0.913  -0.005  0.212
S  0.839  0.784  -0.205  0.950
H  3.148  0.708  0.761  0.068
H  1.220  -2.703  -0.659  0.158
H  -1.400  0.674  0.568  0.101
H  -1.972  1.705  -0.629  0.159
H  -3.104  1.296  0.630  0.170
H  -2.821  0.055  -0.393  0.170

---

If we sort the structures by their calculated energies, the order from most to least stable is #iii, #ii, #i.